Entry 1:
# C15H20N2O4

A single C15H20N2O4 molecule (ωB97M-V/def2-TZVPD, the Open Molecules 2025 dataset).

Values from the calculation:
HOMO energy ... -8.0 eV
E_tot ... -993.6239 Ha
Energy relative to the best compared isomer or geometry (same formula, charge and spin) ... 319.1 kcal/mol
Gap between HOMO and LUMO ... 8.6 eV
Maximum force ... 15.05 eV/A
SMILES ... Cc1ccc(OCC(=O)NNC(=O)[C@@H]2CCCO2)c(C)c1

Positions of all 41 atoms, in Å:
C: -1.36 4.17 -2.59
C: -0.53 2.91 -2.30
C: -0.10 2.46 -1.05
C: 0.68 1.53 -0.89
C: 1.01 0.85 -2.03
O: 1.87 -0.21 -1.90
C: 2.75 -0.56 -0.62
C: 1.62 -1.20 0.30
O: 2.02 -1.07 1.58
N: 0.51 -1.61 -0.09
N: -0.39 -2.09 0.67
C: -1.13 -1.47 1.40
O: -1.14 -0.08 1.14
C: -1.95 -2.04 2.43
C: -1.85 -0.98 3.69
C: -0.94 -1.58 4.80
C: -0.30 -2.77 4.01
O: -1.14 -3.03 2.95
C: 0.86 1.31 -3.31
C: 1.41 0.37 -4.57
C: 0.05 2.49 -3.46
H: -1.87 4.43 -1.78
H: -0.66 5.05 -3.10
H: -2.12 4.00 -3.27
H: -0.34 3.30 -0.16
H: 0.87 1.16 0.02
H: 3.07 0.44 -0.20
H: 3.63 -1.36 -0.82
H: 0.25 -1.42 -1.14
H: -0.20 -3.13 1.10
H: -2.96 -2.40 2.03
H: -1.61 -0.10 3.43
H: -3.01 -1.14 4.04
H: -1.69 -2.44 5.38
H: -0.45 -0.90 5.31
H: 0.43 -2.12 3.54
H: 0.12 -3.71 4.50
H: 2.47 0.35 -4.35
H: 1.34 0.80 -5.49
H: 1.08 -0.66 -4.61
H: -0.30 2.47 -4.59

***

Entry 2:
# C15H20N2O4

A single C15H20N2O4 molecule (ωB97M-V/def2-TZVPD, the Open Molecules 2025 dataset).

Values from the calculation:
HOMO energy ... -8.7 eV
E_tot ... -994.1152 Ha
Energy relative to the best compared isomer or geometry (same formula, charge and spin) ... 10.8 kcal/mol
Gap between HOMO and LUMO ... 9.4 eV
Maximum force ... 0.57 eV/A
SMILES ... CCCCC(=O)Nc1ccc(C(=O)NCC(=O)OC)cc1

Positions of all 41 atoms, in Å:
C: -6.90 -1.83 0.82
C: -5.73 -0.86 0.92
C: -5.70 0.10 -0.26
C: -4.53 1.08 -0.17
C: -3.19 0.40 -0.45
O: -3.09 -0.67 -0.98
N: -2.13 1.17 -0.05
C: -0.77 0.92 -0.16
C: -0.26 -0.29 -0.63
C: 1.10 -0.48 -0.72
C: 1.99 0.52 -0.35
C: 3.47 0.38 -0.41
O: 4.23 1.01 0.30
N: 3.95 -0.47 -1.35
C: 5.37 -0.68 -1.45
C: 5.96 -0.78 -0.04
O: 5.55 -1.55 0.79
O: 7.01 0.01 0.10
C: 7.59 0.05 1.40
C: 1.48 1.72 0.15
C: 0.12 1.92 0.24
H: -6.82 -2.42 -0.09
H: -6.91 -2.51 1.67
H: -7.84 -1.29 0.80
H: -5.80 -0.30 1.85
H: -4.79 -1.43 0.94
H: -6.63 0.66 -0.30
H: -5.60 -0.47 -1.19
H: -4.65 1.87 -0.92
H: -4.51 1.55 0.82
H: -2.35 2.07 0.36
H: -0.94 -1.07 -0.92
H: 1.47 -1.44 -1.06
H: 3.33 -0.99 -1.95
H: 5.57 -1.61 -1.99
H: 5.86 0.16 -1.97
H: 7.82 -0.96 1.74
H: 6.89 0.51 2.10
H: 8.49 0.65 1.31
H: 2.17 2.48 0.47
H: -0.27 2.85 0.63

***

Entry 3:
# C15H20N2O4P

3 unconnected molecules or ions with the total composition C15H20N2O4P (ωB97M-V/def2-TZVPD, the Open Molecules 2025 dataset).

Values from the calculation:
HOMO energy ... -11.9 eV
E_tot ... -1334.8767 Ha
Gap between HOMO and LUMO ... 8.1 eV
Net charge ... +1
Maximum force ... 2.72 eV/A

Positions of all 42 atoms, in Å:
C: -0.74 -0.16 1.90
C: -1.45 1.27 1.50
C: -2.88 1.33 2.34
P: -4.21 0.09 1.68
H: -0.37 -0.18 3.01
H: 0.10 -0.37 1.11
H: -1.54 -1.02 1.79
H: -0.83 2.22 1.85
H: -1.59 1.39 0.33
H: -3.32 2.42 2.12
H: -2.71 1.25 3.51
H: -5.37 0.17 2.53
H: -4.51 0.38 0.28
H: -3.72 -1.30 1.72
C: 2.62 -1.84 1.41
C: 2.77 -1.89 2.80
C: 3.81 -1.18 3.40
C: 4.69 -0.42 2.61
C: 4.54 -0.39 1.22
C: 3.50 -1.10 0.62
N: 5.77 0.35 3.25
O: 5.88 0.27 4.48
O: 6.50 1.03 2.51
H: 1.80 -2.39 0.94
H: 2.09 -2.47 3.40
H: 3.92 -1.22 4.49
H: 5.21 0.19 0.59
H: 3.37 -1.07 -0.46
C: -2.12 0.51 -5.91
C: -3.07 0.05 -5.01
C: -2.75 -0.08 -3.65
C: -1.46 0.24 -3.22
C: -0.49 0.70 -4.13
C: -0.83 0.83 -5.48
N: -1.12 0.13 -1.80
O: -1.99 -0.30 -1.03
O: 0.02 0.46 -1.45
H: -2.38 0.62 -6.96
H: -4.08 -0.19 -5.35
H: -3.51 -0.44 -2.96
H: 0.51 0.95 -3.81
H: -0.09 1.18 -6.19

***

Entry 4:
# C15H20N4O2S

A single C15H20N4O2S molecule (ωB97M-V/def2-TZVPD, the Open Molecules 2025 dataset).

Values from the calculation:
HOMO energy ... -7.8 eV
E_tot ... -1351.2546 Ha
Energy relative to the best compared isomer or geometry (same formula, charge and spin) ... 31.7 kcal/mol
Gap between HOMO and LUMO ... 8.3 eV
Maximum force ... 0.96 eV/A
SMILES ... COC[C@H](C)/N=C1\NN=C(c2ccc(NC(C)=O)cc2)CS1

Positions of all 42 atoms, in Å:
C: 1.01 3.79 -3.55
O: 1.50 3.84 -2.23
C: 2.91 3.78 -2.16
C: 3.34 3.78 -0.68
C: 4.66 4.52 -0.50
N: 3.53 2.46 -0.12
C: 2.66 1.55 -0.07
N: 1.39 1.58 -0.58
N: 0.37 0.74 -0.33
C: 0.58 -0.49 -0.02
C: -0.58 -1.32 0.27
C: -1.80 -0.71 0.61
C: -2.92 -1.46 0.89
C: -2.86 -2.85 0.83
N: -3.96 -3.67 1.11
C: -5.23 -3.32 1.46
C: -6.11 -4.54 1.68
O: -5.62 -2.19 1.60
C: -1.66 -3.46 0.48
C: -0.54 -2.71 0.20
C: 1.96 -1.08 0.02
S: 3.11 0.10 0.84
H: -0.07 3.85 -3.48
H: 1.39 4.63 -4.14
H: 1.30 2.86 -4.04
H: 3.34 4.65 -2.67
H: 3.28 2.87 -2.65
H: 2.55 4.31 -0.12
H: 4.97 4.46 0.54
H: 5.43 4.05 -1.11
H: 4.56 5.56 -0.79
H: 1.08 2.47 -0.96
H: -1.83 0.36 0.66
H: -3.84 -0.98 1.16
H: -3.77 -4.66 1.03
H: -7.11 -4.21 1.96
H: -6.18 -5.12 0.76
H: -5.71 -5.16 2.47
H: -1.61 -4.54 0.42
H: 0.37 -3.22 -0.09
H: 2.34 -1.26 -0.99
H: 2.02 -1.99 0.61